114
Properties=species:S:1:pos:R:3:forces:R:3 method="wB97M-V/def2-TZVPD" e_above_lowest_kcal_mol=0.0 max_force_ha_per_bohr=0.027 homo_energy_ev=-10.47 spin_multiplicity=1 lumo_energy_ev=-4.68 energy_ev=-63413.8103 charge=+1
O 2.101 5.371 -2.643 -0.382 1.131 0.608
C 2.285 4.276 -3.032 0.932 -0.924 -0.404
O 3.512 3.784 -3.332 -0.264 0.380 -0.111
C 1.172 3.287 -3.191 -0.332 -0.146 -0.075
C -0.125 3.760 -3.317 -0.621 -0.298 -0.073
C -1.130 2.844 -3.502 0.112 0.124 0.019
N -0.849 1.522 -3.566 0.019 0.365 0.029
C 0.390 1.018 -3.440 0.110 0.103 0.074
C 0.541 -0.475 -3.561 0.262 0.523 0.224
C 1.984 -0.969 -3.675 -0.128 -0.606 -0.458
C 2.506 -1.099 -5.126 -0.065 0.709 0.696
C 2.916 0.266 -5.622 0.196 0.000 -0.361
C 4.242 0.687 -5.501 -0.146 0.393 -0.001
C 4.620 1.975 -5.874 -0.189 0.030 0.022
C 3.680 2.872 -6.378 -0.263 -0.350 -0.038
C 2.357 2.450 -6.523 0.319 0.034 0.171
C 1.987 1.162 -6.149 0.063 0.239 -0.221
C 1.415 1.931 -3.234 0.059 -0.279 0.101
H 3.499 3.461 -4.252 0.233 -0.364 0.051
H -0.359 4.811 -3.280 0.086 0.139 0.036
H -2.163 3.132 -3.609 -0.138 -0.083 -0.029
H -1.616 0.877 -3.714 -0.015 -0.018 0.001
H -0.050 -0.776 -4.426 -0.031 -0.219 -0.087
H 0.080 -0.926 -2.680 -0.121 0.038 0.081
H 2.026 -1.947 -3.203 0.004 -0.106 0.046
H 2.671 -0.337 -3.124 0.044 -0.010 0.255
H 3.373 -1.747 -5.090 0.083 -0.187 -0.224
H 1.735 -1.539 -5.752 0.025 -0.131 -0.148
H 4.996 0.026 -5.098 0.005 -0.173 0.004
H 5.645 2.295 -5.771 0.146 -0.059 0.022
H 3.967 3.869 -6.684 0.082 0.076 -0.042
H 1.637 3.151 -6.924 -0.149 -0.095 -0.076
H 0.954 0.863 -6.286 -0.029 -0.124 -0.034
H 2.426 1.582 -3.131 0.102 -0.051 -0.023
C 4.982 7.936 -10.798 0.019 0.064 -0.001
O 5.269 8.744 -9.670 -0.026 -0.154 0.004
C 4.319 8.618 -8.626 0.185 0.215 -0.041
C 4.837 7.745 -7.505 -0.234 -0.158 0.052
O 4.993 6.392 -7.918 0.083 -0.018 0.016
C 6.341 6.050 -8.197 -0.042 -0.058 -0.003
H 5.853 7.963 -11.451 0.005 0.051 0.014
H 4.787 6.899 -10.512 -0.022 -0.002 0.001
H 4.120 8.331 -11.345 -0.022 -0.055 -0.007
H 3.372 8.223 -9.009 -0.008 -0.039 0.007
H 4.132 9.621 -8.231 -0.032 -0.020 0.018
H 4.110 7.753 -6.686 0.020 0.030 0.004
H 5.781 8.141 -7.122 0.024 0.017 -0.028
H 6.921 5.981 -7.270 0.046 0.045 -0.023
H 6.810 6.776 -8.864 0.011 0.013 0.018
H 6.341 5.076 -8.684 -0.039 -0.008 0.017
C -1.026 0.127 2.256 0.010 -0.089 0.047
O -0.417 0.420 1.003 -0.012 0.039 0.015
C -0.986 1.529 0.342 0.210 -0.206 -0.138
C -0.132 2.773 0.483 -0.211 0.196 0.081
O -0.114 3.234 1.815 0.084 -0.092 -0.019
C 1.076 2.904 2.519 -0.002 0.041 0.018
H -0.404 -0.606 2.765 0.016 -0.001 -0.028
H -1.101 1.017 2.884 -0.011 0.014 -0.009
H -2.023 -0.300 2.105 -0.021 0.041 0.022
H -2.000 1.726 0.702 -0.008 0.038 0.023
H -1.050 1.265 -0.725 -0.055 0.070 0.005
H -0.567 3.569 -0.136 0.020 -0.001 -0.011
H 0.884 2.579 0.119 0.018 -0.054 0.019
H 1.915 3.504 2.154 0.023 -0.039 -0.008
H 1.316 1.843 2.427 0.004 -0.005 -0.016
H 0.909 3.136 3.568 -0.038 0.038 -0.018
C -1.729 -0.801 6.045 0.025 0.007 -0.038
O -0.355 -0.784 5.696 -0.108 0.004 0.046
C 0.506 -1.004 6.807 0.168 0.102 -0.248
C 1.020 -2.426 6.826 -0.086 -0.069 0.274
O -0.034 -3.343 7.061 -0.016 0.024 -0.130
C -0.487 -3.987 5.883 -0.043 -0.118 0.075
H -2.304 -0.819 5.118 0.028 0.027 -0.022
H -1.983 -1.686 6.634 -0.002 0.006 0.009
H -1.996 0.101 6.606 -0.033 -0.030 0.035
H -0.008 -0.773 7.744 -0.023 -0.036 0.016
H 1.353 -0.319 6.707 -0.014 0.002 0.016
H 1.742 -2.534 7.641 0.005 0.016 -0.019
H 1.532 -2.656 5.886 -0.004 0.021 -0.030
H 0.252 -4.720 5.541 -0.007 0.030 -0.086
H -0.687 -3.270 5.082 0.042 -0.016 -0.023
H -1.414 -4.506 6.125 0.008 0.033 0.071
C -4.801 -7.247 1.870 -0.033 -0.021 0.048
O -4.430 -7.370 3.230 0.054 0.085 -0.099
C -3.046 -7.635 3.417 -0.226 -0.017 0.229
C -2.297 -6.393 3.841 0.335 -0.024 -0.174
O -2.261 -5.419 2.804 -0.157 -0.004 0.013
C -3.175 -4.360 3.016 0.075 0.051 0.004
H -5.821 -6.866 1.840 -0.009 -0.032 0.041
H -4.148 -6.553 1.335 0.018 -0.013 -0.008
H -4.777 -8.223 1.374 0.026 0.022 -0.050
H -2.605 -8.056 2.509 0.007 0.028 -0.027
H -2.964 -8.383 4.212 0.039 -0.004 -0.018
H -1.260 -6.668 4.059 -0.011 -0.017 0.035
H -2.731 -5.969 4.750 -0.066 0.003 -0.008
H -2.825 -3.718 3.832 -0.111 0.020 0.036
H -4.177 -4.731 3.249 0.000 0.004 0.043
H -3.224 -3.771 2.100 0.065 -0.030 -0.020
C -5.437 -3.855 9.415 -0.049 0.007 0.003
O -6.194 -3.446 8.288 0.131 -0.060 0.006
C -5.442 -2.707 7.342 -0.319 0.023 -0.008
C -5.052 -3.556 6.152 0.364 0.062 0.007
O -4.132 -4.573 6.522 -0.137 -0.099 -0.006
C -4.744 -5.851 6.645 0.054 -0.049 -0.068
H -6.042 -4.562 9.978 -0.043 0.030 -0.014
H -4.505 -4.344 9.119 0.015 0.021 0.000
H -5.209 -2.997 10.056 0.055 -0.017 0.006
H -4.550 -2.276 7.807 0.040 -0.024 -0.012
H -6.076 -1.884 6.995 0.038 0.016 -0.012
H -4.552 -2.918 5.413 -0.041 0.019 -0.006
H -5.939 -3.989 5.680 -0.034 -0.007 0.038
H -4.997 -6.248 5.656 -0.070 -0.033 0.033
H -5.641 -5.811 7.266 -0.006 0.040 -0.009
H -4.025 -6.520 7.117 0.056 0.051 -0.016